Run w
C2H4BrI | wB97M-V/def2-TZVPD

The orbital gap (spin up / spin down) is 8.32 / 7.53 eV. For the LUMO energy (spin up / spin down), the calculation gives -0.43 / -0.50 eV.

```
! RIJCOSX wB97M-V def2-TZVPD def2/J DEFGRID3
* xyz 0 1
C -1.8725 1.4467 -0.1445
C 1.2889 -1.2705 -0.0253
Br -1.0131 -0.2414 -0.2769
I 2.9323 -0.0077 -0.0376
H -2.2398 1.5072 0.8978
H -1.3258 2.3549 -0.6187
H 1.1502 -2.1322 -0.7419
H 1.0798 -1.6571 0.9471
*
```



Run x
C2H4BrI | wB97M-V/def2-TZVPD

The orbital gap (spin up / spin down) is 8.48 / 7.85 eV. For the LUMO energy (spin up / spin down), the calculation gives -0.22 / -0.36 eV.

```
! RIJCOSX wB97M-V def2-TZVPD def2/J DEFGRID3
* xyz 0 1
C -0.0399 -1.1946 0.8496
C -0.1031 1.4334 -0.4362
Br 0.6714 -1.9590 -0.7392
I -0.4881 0.8418 -2.3518
H -0.6630 -2.0111 1.2575
H 0.6629 -0.5374 1.3549
H 0.8773 1.6983 -0.1408
H -0.9176 1.7284 0.2060
*
```



Relative energies with respect to the most stable structure, expressed in eV: run w 0.434; run x 0.000.



Run w
C2H3ClS | wB97M-V/def2-TZVPD

The orbital gap (spin up / spin down) is 6.96 / 6.97 eV. For the LUMO energy (spin up / spin down), the calculation gives -2.17 / -2.17 eV.

```
! RIJCOSX wB97M-V def2-TZVPD def2/J DEFGRID3
* xyz 0 1
C 1.0369 -0.0334 -0.6028
C -0.1534 -0.4048 -0.1430
S -2.8595 0.3797 -0.1298
Cl -0.5770 -1.7851 0.6217
H 1.7833 -0.7028 -0.4604
H 1.3285 0.8777 -1.2291
H -2.8748 -0.0836 1.1134
*
```



Run x
C2H3ClS | wB97M-V/def2-TZVPD

The orbital gap (spin up / spin down) is 7.63 / 7.63 eV. For the LUMO energy (spin up / spin down), the calculation gives -0.76 / -0.76 eV.

```
! RIJCOSX wB97M-V def2-TZVPD def2/J DEFGRID3
* xyz 0 1
C 0.6565 0.3598 -1.8028
C -1.2089 -0.4616 1.8012
S 0.5588 -0.0306 -0.2320
Cl -0.2675 -1.4146 2.7718
H -0.1474 0.8529 -2.3310
H 1.5411 0.1097 -2.3682
H -1.1326 0.5844 2.1608
*
```



Run y
C2H3ClS | wB97M-V/def2-TZVPD

The orbital gap is 7.97 eV. For the LUMO energy, the calculation gives -1.20 eV. The SMILES is S=CCCl.

```
! RIJCOSX wB97M-V def2-TZVPD def2/J DEFGRID3
* xyz 0 1
S 2.0442 -1.0235 -0.0084
C 0.7468 0.0702 -0.5910
C -0.5701 0.0907 0.4193
Cl -1.7618 -1.0602 -0.1999
H 0.7377 0.8775 -1.5194
H -0.9648 1.2170 0.4937
H -0.2321 -0.1718 1.4057
*
```



Relative energies with respect to the most stable structure, expressed in eV: run w 2.215; run x 2.520; run y 0.000.